(1)
The following is a quantum chemistry calculation of C21H25F2N3O in the gas phase, from OMol25.

```
52
Properties=species:S:1:pos:R:3:forces:R:3:mulliken_charge:R:1
C -5.848610 1.256380 -1.032336 -0.1 -0.1 0.1 -0.536
H -1.203885 -2.525655 1.181608 -0.1 0.0 0.0 0.313
C 2.495327 -0.902538 0.110915 -0.2 -0.2 0.1 -1.433
H 5.063942 -1.319727 -1.512448 0.0 -0.1 0.0 0.371
H -0.043981 -0.182591 -0.414521 0.0 0.0 -0.1 0.248
H -7.522716 -1.594159 0.954392 -0.1 -0.1 0.1 0.426
C 5.488690 1.799832 -0.314264 0.0 -0.2 -0.1 -0.284
H 3.376911 1.205520 1.471000 0.0 0.0 0.0 0.344
H -5.407331 2.073927 -1.581449 0.0 0.1 -0.1 0.374
H -2.539576 0.430831 -0.236414 0.0 -0.1 0.0 0.253
C -5.248940 0.005875 -0.993224 -0.1 0.1 -0.1 0.548
H 0.282370 -0.557469 2.731020 0.0 0.0 0.1 0.413
H 3.188932 0.192316 -2.187223 0.0 0.1 0.0 0.488
C 6.823120 -0.534997 -0.569978 -0.1 -0.2 -0.1 -0.411
C 4.824615 0.733866 -0.913023 0.1 0.0 0.0 1.006
H -5.381685 -1.989877 -0.244678 0.1 -0.1 0.0 0.494
C -7.041878 1.470789 -0.366172 0.0 -0.1 0.1 0.320
H 1.350073 -2.306519 1.261202 0.0 0.0 0.0 0.575
C -7.042995 -0.806377 0.396026 -0.1 0.2 0.0 -0.509
H 0.157823 -1.882063 -0.818019 0.0 0.0 -0.1 0.324
C 0.015010 -1.184578 0.010472 0.1 -0.1 0.3 -0.891
C -5.853169 -1.019751 -0.273773 0.0 0.0 0.0 -0.521
C 3.380175 0.848121 -1.332734 -0.1 0.0 0.0 -1.637
C -7.639505 0.441970 0.349237 0.1 0.1 -0.1 0.420
F -8.796968 0.651841 0.998785 0.1 0.1 -0.1 -0.306
O -2.845626 -2.648939 -0.768822 -0.1 -0.5 -0.1 -0.661
C -2.414117 -1.613592 -0.309525 0.3 0.3 0.4 0.388
H 1.286417 1.745273 2.622815 -0.1 0.0 0.0 0.442
F -7.613406 2.686770 -0.414805 0.0 -0.2 0.1 -0.314
H -3.684145 0.569179 -2.360995 0.0 -0.1 0.0 0.491
H 3.162352 1.878081 -1.631279 0.0 -0.1 -0.1 0.527
H -3.972972 -1.189102 -2.229516 0.0 0.2 0.0 0.385
H 7.396197 -1.449410 -0.654138 0.0 -0.1 -0.1 0.366
H 2.040993 -0.579332 2.784040 0.0 0.0 0.1 0.547
H -1.544665 -0.808112 1.478624 0.0 0.0 0.1 0.301
C 5.523045 -0.462318 -1.043514 0.0 0.2 0.0 -0.261
H 0.342103 1.378444 1.176901 -0.1 0.1 0.0 0.259
N 7.447318 0.477587 0.006510 0.5 0.0 0.2 -0.612
N -2.859202 -0.397655 -0.711090 0.0 0.4 -0.2 -0.019
C 1.180979 -0.357911 2.146560 -0.1 0.0 -0.1 -1.488
H 2.462170 2.398477 0.516829 0.1 0.0 0.0 0.410
C 6.790390 1.618560 0.124156 -0.1 0.3 0.0 -0.402
C 1.246021 -1.270807 0.919421 0.1 0.0 -0.1 0.687
H 7.337162 2.425543 0.594850 0.0 0.1 0.0 0.365
H 2.540919 -1.519475 -0.789766 0.1 0.0 0.0 0.490
C 1.238110 1.109560 1.736832 0.2 -0.1 0.1 -0.625
H 3.394235 -1.112504 0.718152 0.0 0.0 -0.1 0.420
N 2.428767 0.489222 -0.291205 0.1 0.1 -0.1 0.302
H 5.001571 2.756595 -0.198358 0.0 0.1 0.0 0.377
C -1.297042 -1.545016 0.713627 0.1 -0.1 -0.2 -0.634
C 2.465631 1.362430 0.865738 -0.3 0.1 0.1 -0.771
C -3.928979 -0.246539 -1.676441 -0.1 -0.1 0.0 -1.363
```
Forces are in eV/Å.

Energy, eV: -34136.1696



(2)
The following is a quantum chemistry calculation of C24H55F6N5Na3Ni2O17P as an isolated structure in a non-equilibrium geometry, from OMol25.

```
113
Properties=species:S:1:pos:R:3:forces:R:3:mulliken_spin:R:1
H 2.042474 -5.270637 -0.127374 0.3 -1.2 -0.3 -0.001
N 2.311054 1.218813 1.979466 -1.4 1.5 0.4 0.000
C 1.176764 0.790943 -1.053214 1.5 4.2 -3.8 -0.015
H -1.504366 -0.543957 5.135296 -0.5 0.2 0.4 0.000
O -0.199556 -0.920707 -4.558964 2.6 3.8 -2.5 0.029
C 4.388494 0.913093 0.852726 0.6 0.9 0.6 -0.001
H 2.830094 -0.691817 3.568796 0.3 0.0 0.1 0.000
O 0.283874 -2.786747 -0.577184 6.8 2.1 0.4 0.032
O -1.677676 -2.610767 -0.224524 -6.2 1.6 2.3 0.064
C -4.332126 -0.208377 -0.645634 0.5 1.1 -0.5 0.001
C -3.212366 1.253563 -5.595304 0.9 0.4 -0.3 0.000
C -0.443896 -1.619037 3.270376 1.1 0.8 0.2 0.002
H -5.375186 2.871173 2.618986 0.2 0.3 0.2 0.000
H 0.143824 -0.388677 5.770716 -0.3 0.2 1.4 0.000
C -0.880046 -1.737857 -3.943214 3.0 -2.2 0.4 0.005
O -0.716476 -2.942627 -4.180684 -1.5 -3.6 -0.4 0.014
H 4.321484 -1.192997 2.645846 0.1 -0.5 0.7 0.000
H 4.049954 1.287063 3.038406 0.7 0.3 -0.3 0.000
H -3.945646 3.560463 1.737796 0.2 0.0 0.1 0.000
H 0.153644 -1.818357 2.380816 0.0 0.7 -0.2 -0.003
N -0.952656 1.856533 -4.394594 -1.3 -0.4 0.0 0.007
H 3.966944 -6.581947 0.852036 -0.3 0.1 -0.2 0.000
H -4.211246 -0.475157 -1.695554 -1.2 0.5 -0.5 -0.001
H -3.647076 1.987463 -0.799614 -0.6 -0.2 -0.2 0.000
Na -2.743036 -3.487647 -2.455704 1.4 0.5 0.3 0.000
H -1.877986 1.330403 7.081066 0.3 -0.2 0.2 0.000
H 5.315554 0.339923 0.840616 0.5 0.3 0.2 0.000
C -1.812136 3.398713 -6.077314 -1.4 0.1 0.8 0.000
H 5.306224 -5.467627 0.822876 -0.5 0.9 -1.2 0.000
H 5.728444 2.526723 2.390806 0.7 -0.5 -0.3 0.000
H -2.165866 1.725033 1.133326 -0.1 0.9 0.1 0.002
H -2.688406 4.022173 -6.254894 -0.1 0.2 -0.1 0.000
O -0.845746 -4.579767 -0.760474 -0.9 -3.3 0.8 0.002
H -4.849086 3.065053 -4.491424 0.4 0.6 -0.3 0.000
F -2.984266 5.455573 -1.860254 0.9 -0.7 0.2 0.000
Ni 1.741624 -0.621817 -3.819364 -0.1 -2.9 0.0 1.746
H 1.530894 -5.669807 1.886076 0.2 -0.2 0.2 0.000
H -6.143946 2.960723 -5.663604 0.3 -0.2 -0.7 0.000
O 4.560764 2.328303 0.631306 0.2 -0.7 0.1 0.000
H -5.685716 1.641683 -4.584014 -0.7 -0.4 0.2 0.000
H -4.011136 -1.171157 -0.247994 0.5 0.4 1.1 0.001
O -1.466876 -1.373187 -2.910264 -4.2 1.1 3.6 0.025
O 2.566844 -2.547117 -3.389374 -0.2 1.1 7.7 0.130
H 1.854624 -3.855277 -0.180904 0.2 1.8 0.2 0.000
O -4.104346 1.469623 2.019126 2.1 -1.2 -1.4 0.000
H -2.725616 1.698723 4.917166 -0.4 -0.1 -0.3 0.000
C 2.074684 -4.761477 2.145536 0.1 0.2 1.2 0.000
F -0.057746 4.722653 -0.565674 -0.3 0.3 0.7 0.000
C -2.198336 2.327703 -5.022934 -0.1 -0.3 -0.2 0.002
O 2.641484 -2.015687 -5.316444 1.1 3.3 -4.2 0.090
H 5.221654 3.970623 1.625356 -0.4 0.2 0.1 0.000
H 6.080724 -5.526927 4.090996 0.0 -0.2 -0.2 0.000
H -1.544946 3.019643 -7.063734 0.3 -0.4 0.2 0.000
H 2.354944 -4.735367 3.198566 -0.1 -0.3 0.2 0.000
C -1.102976 1.960913 6.645266 1.9 -0.3 -0.9 0.000
N -1.929716 1.962053 4.353866 1.7 -0.1 0.1 0.000
H 2.790284 -1.215507 1.887716 -0.2 0.2 -0.2 0.000
C -0.729386 -3.420737 -0.310084 -0.7 -0.1 -4.6 -0.018
P -1.519476 5.096583 -1.210334 1.0 0.0 -2.6 0.000
H -1.702516 1.518723 -1.225324 1.4 0.1 -0.3 -0.019
O 0.522354 0.464743 -0.101344 -3.9 -1.4 7.9 0.026
H -0.127006 1.942153 7.130266 -0.1 -0.9 0.8 0.000
H -1.906916 1.383333 3.526426 -0.6 0.1 -0.4 0.000
H -1.233096 1.046343 -3.860704 0.4 -0.3 0.5 -0.004
O 4.725344 -5.972327 2.587756 0.1 -0.3 1.1 0.000
C 5.575474 2.963693 1.404016 -1.3 0.7 -0.9 0.000
C 4.315324 -5.627927 1.247756 0.8 -0.9 1.4 0.000
O -4.428666 1.825313 -6.116924 1.3 0.0 -2.1 0.000
Na 0.862254 2.931993 0.971776 0.3 -0.4 -1.2 0.001
H -2.437776 0.401033 -2.059864 0.3 -0.3 -0.6 -0.006
O 2.386564 -4.166657 -4.851994 1.5 -1.1 0.3 0.015
C -0.559606 -0.010867 5.028736 -0.7 0.6 3.7 0.000
Ni -0.765596 -0.973427 -1.034314 1.6 -0.5 0.1 1.776
C 5.555174 -5.038577 3.270376 -1.1 0.2 -0.6 0.000
C 3.251424 -4.544907 1.235486 -0.5 0.4 -1.5 0.000
O 1.108964 -0.065907 -1.957754 0.6 -3.4 -5.0 0.051
O 1.643164 1.939323 -1.223384 1.2 0.6 0.7 -0.003
C 3.659184 0.761113 2.167336 -1.4 -1.3 0.4 0.000
C -3.038816 1.082333 1.019366 0.3 0.9 2.9 0.001
H 1.359814 -3.953267 1.991076 0.1 0.1 -0.1 0.000
H -1.347986 2.999293 6.868506 -0.5 0.2 -1.1 0.000
N 2.655484 -4.467957 -0.123074 0.7 -0.9 -0.1 0.000
C 2.704774 -2.988417 -4.528244 -4.1 -1.0 -2.7 -0.018
C -5.297336 2.416943 -5.244494 -0.2 -0.3 2.5 0.000
H -0.302746 1.441553 -5.046894 -0.1 0.0 -0.5 0.000
H -2.618186 0.175473 1.453836 -0.5 -0.6 -0.5 0.001
C 3.371374 -0.659247 2.623256 2.0 -1.2 -0.6 0.000
H -0.215906 -2.487647 3.888156 -0.3 0.1 0.6 0.000
F -2.218896 5.008833 0.243156 0.3 -0.5 -0.2 0.000
H 4.945924 -4.238187 3.690236 -0.2 0.1 0.3 0.000
C -0.749606 1.521453 5.159186 -2.2 0.4 1.1 0.000
F -1.678396 3.438223 -1.524334 -0.9 1.5 0.9 0.000
F -1.242576 6.705173 -1.018654 0.0 -1.0 0.2 0.000
Na 0.834344 -4.422507 -2.794904 0.3 1.1 -0.3 -0.002
O 0.024584 -0.359187 3.909146 1.0 -2.0 -5.9 -0.001
C -3.356666 1.003753 -0.430724 -0.4 -3.2 0.6 -0.001
N -2.098586 0.594683 -1.128444 -1.4 1.5 0.1 0.075
H -2.655016 0.733413 -6.374344 -0.5 0.1 -0.7 0.000
F -0.766126 5.158283 -2.690564 -1.0 0.4 1.1 0.000
C -4.653556 2.735093 1.813476 -1.0 -0.4 -0.5 0.001
H 6.391304 3.183423 0.715356 0.8 -0.7 0.6 0.000
H 0.183554 1.987463 4.842736 -0.1 0.2 -0.2 0.000
H 3.823444 0.492373 0.020976 -0.4 0.4 0.0 0.000
H -5.265076 2.653223 0.914906 -0.1 0.6 -0.4 0.000
H 3.772494 -3.622157 1.490656 -0.2 0.4 -0.1 0.000
H -1.046206 4.045763 -5.649784 0.1 -0.2 -0.1 0.000
H -3.507756 0.434043 -4.940144 0.2 0.2 0.9 0.000
H 6.235414 -4.516367 2.597576 0.4 -0.3 -0.2 0.000
H 1.841394 0.816623 2.778076 -0.7 0.5 0.4 0.000
H -2.804866 2.700213 -4.197424 0.4 1.0 0.1 0.000
H -1.490626 -1.585287 2.968216 -0.1 0.2 0.3 0.000
H 1.924764 0.605583 1.276016 -0.5 0.2 -0.9 -0.005
H -5.310036 0.066743 -0.250534 -0.3 -0.4 -0.6 0.000
```
Forces are in eV/Å.

Net charge: -2
Multiplicity: 5
Energy, eV: -188976.9436



(3)
The following is a quantum chemistry calculation of a 4-piece molecular cluster, C2H12O3S2 overall in a non-equilibrium geometry, from OMol25.

```
19
Properties=species:S:1:pos:R:3:forces:R:3:mulliken_charge:R:1
H -0.902031 2.982119 2.155900 -0.3 0.2 -0.2 0.315
H -1.338220 -1.723385 0.219707 -1.7 2.1 0.6 0.264
H -1.643183 3.100086 -1.733234 2.4 -2.3 1.6 0.312
O 0.168836 -0.135339 1.960197 -0.7 0.3 0.5 -0.645
S 1.952110 -1.793438 -0.594800 -1.4 1.3 -2.2 -0.137
H 0.888484 0.293612 -1.452120 1.1 -0.1 -0.3 0.266
C 1.916742 -0.127770 -1.549232 2.1 -0.3 0.7 -0.721
H 2.735189 0.403681 -0.988336 -1.1 0.2 -0.4 0.270
C -0.915887 -2.596145 -0.100768 0.9 -1.2 -1.5 -0.773
O -1.003963 2.425171 -1.223445 -2.4 2.3 -2.0 -0.635
O -1.476051 2.326227 1.740254 1.0 -0.8 0.3 -0.631
H -1.554229 -3.427951 -0.305444 -0.7 -0.2 0.0 0.316
S 0.116752 -2.339793 -1.544436 0.9 -0.3 0.1 -0.080
H -1.596418 2.146152 -0.516896 0.2 0.0 0.5 0.320
H 0.551535 0.016765 2.838485 0.2 -0.1 -0.6 0.282
H 2.376208 -0.165475 -2.597082 -1.3 -0.4 1.3 0.304
H -0.231997 -2.851944 0.633420 1.1 -0.9 1.6 0.288
H 0.841453 -0.062185 1.280614 0.5 -0.2 0.1 0.326
H -0.885329 1.529613 1.777214 -0.8 0.4 -0.1 0.360
```
Forces are in eV/Å.

Energy, eV: -30080.8381



(4)
The following is a quantum chemistry calculation of C6H9N as an isolated structure, from OMol25.

```
16
Properties=species:S:1:pos:R:3:forces:R:3:mulliken_charge:R:1
H 0.421931 -1.705428 1.088322 -0.2 0.1 -0.2 0.359
H -0.978207 0.983435 -1.873376 -0.2 -0.2 0.0 0.284
H -0.131156 1.878162 1.814461 -0.1 0.2 -0.3 0.394
H 1.769782 -0.756581 -0.610858 -0.3 0.3 0.1 0.358
C -1.285372 0.270801 -1.108160 0.0 -0.4 -0.4 -0.420
H -2.204354 -0.253384 -1.329197 -0.2 0.1 0.0 0.247
H -0.305368 -2.577521 -0.279699 -0.1 0.0 0.1 0.347
C 1.267375 1.027602 0.308700 0.2 0.4 0.3 -0.533
C -0.364182 -1.664563 0.320326 -0.1 -0.1 -0.1 -1.263
C -0.119078 1.318010 0.878112 0.3 0.0 -0.1 -0.358
H 1.663533 1.951064 -0.120020 0.3 0.1 0.2 0.306
C -0.203199 -0.454140 -0.543197 -0.4 -0.4 -0.3 0.694
C -1.255969 0.934518 0.286239 0.7 -0.2 0.4 -0.545
N 1.112929 0.012360 -0.752029 -0.3 0.1 0.4 -0.534
H 1.938960 0.654076 1.086594 0.2 0.2 0.0 0.298
H -1.327626 -1.618408 0.833782 0.0 -0.1 -0.1 0.365
```
Forces are in eV/Å.

Energy, eV: -7853.8296